{"formula": "C7H7ClN4O2S", "method": "ωB97M-V/def2-TZVPD", "species": ["C", "C", "C", "C", "C", "C", "C", "N", "N", "N", "N", "O", "O", "S", "Cl", "H", "H", "H", "H", "H", "H", "H"], "coordinates": [[1.156770, -2.951431, 0.497488], [-2.338082, 0.907766, -0.042948], [-2.386124, -0.421868, -0.448818], [-1.135332, 1.372876, 0.452951], [-1.266611, -1.248379, -0.231830], [0.026740, 0.547033, 0.659079], [-0.103170, -0.761648, 0.320176], [2.431295, -3.209462, 0.499957], [3.061548, -2.053076, 0.559659], [2.250177, -1.102457, 0.607365], [1.024986, -1.613343, 0.458428], [6.313229, 0.802056, -0.400340], [4.374598, 1.040778, 1.257880], [4.809031, 0.156979, 0.216103], [3.550692, 0.730845, -1.513647], [0.269814, -3.588705, 0.490361], [-3.102682, 1.646387, -0.022120], [-3.252964, -0.761398, -0.926255], [-1.237653, 2.434520, 0.746776], [-1.372287, -2.308824, -0.244042], [6.468805, 1.798263, -0.586739], [0.832573, 0.780107, 1.375938]], "forces_ev_per_angstrom": [[-1.008, 0.500, -0.727], [1.885, -0.637, -0.144], [1.372, 0.294, 0.738], [0.941, 0.436, 0.982], [-1.398, 0.335, 0.149], [-1.552, 1.920, 1.343], [0.104, -0.229, -0.507], [-0.107, -2.344, 0.212], [1.132, -0.488, 0.599], [-0.991, 1.747, -0.776], [-0.099, -0.079, 1.173], [-1.133, 0.465, 0.223], [-0.007, -0.434, 0.010], [1.918, 2.829, -1.717], [0.733, -0.239, 0.600], [0.833, -0.091, -0.085], [-0.970, -0.080, -0.551], [-1.132, -0.932, -0.351], [1.015, -0.710, 0.143], [-0.152, -0.634, -0.882], [-1.179, -2.198, 0.670], [-0.205, 0.569, -1.102]], "nbo_charge": [0.163, -0.221, -0.176, -0.174, -0.230, -0.211, 0.127, -0.287, -0.078, -0.061, -0.192, -0.928, -0.857, 1.612, -0.344, 0.222, 0.223, 0.218, 0.219, 0.211, 0.510, 0.255], "gap_ev": 9.735, "relative_energy_kj_mol": 35.9}

{"formula": "C12H13F3O3", "method": "ωB97M-V/def2-TZVPD", "species": ["C", "C", "C", "C", "C", "C", "C", "C", "O", "C", "O", "C", "O", "C", "F", "F", "F", "C", "H", "H", "H", "H", "H", "H", "H", "H", "H", "H", "H", "H", "H"], "coordinates": [[-0.094016, 2.657453, -1.649180], [-1.060160, 1.596246, -1.198080], [-1.907965, 0.942820, -2.090235], [-2.790615, -0.027596, -1.638085], [-2.834264, -0.372286, -0.292951], [-1.986442, 0.256740, 0.613331], [-1.985639, -0.118854, 2.074965], [-0.656038, -0.721692, 2.566679], [0.098726, -1.290697, 1.488638], [1.234310, -0.681246, 1.142367], [1.650212, 0.342770, 1.601313], [1.931153, -1.426530, 0.019581], [3.297527, -1.578132, 0.392849], [4.176664, -1.528279, -0.624309], [4.257004, -0.295901, -1.170004], [3.844698, -2.371290, -1.628182], [5.377230, -1.867003, -0.161190], [-1.119835, 1.243349, 0.148079], [0.890748, 2.480145, -1.213045], [0.012011, 2.666840, -2.732519], [-0.412224, 3.646336, -1.315619], [-1.870375, 1.195891, -3.142537], [-3.446158, -0.533873, -2.335060], [-3.522645, -1.131647, 0.057739], [-2.209492, 0.771636, 2.664974], [-2.789576, -0.831187, 2.259902], [-0.873120, -1.557700, 3.230322], [-0.058759, -0.004584, 3.121039], [1.836127, -0.804710, -0.873674], [1.469303, -2.392069, -0.171367], [-0.458389, 1.735052, 0.854261]], "forces_ev_per_angstrom": [[0.087, -0.087, 0.071], [-0.069, -0.090, 0.113], [0.060, 0.014, 0.088], [-0.034, -0.066, 0.073], [0.150, 0.102, 0.011], [0.026, 0.165, -0.097], [-0.045, 0.002, -0.173], [-0.423, -0.070, 0.262], [0.164, -0.215, 0.110], [-0.019, 0.064, -0.187], [0.098, 0.077, 0.209], [-0.243, 0.127, -0.128], [0.236, -0.086, -0.170], [-0.005, 0.057, 0.013], [0.011, -0.323, 0.096], [0.126, 0.165, 0.194], [-0.302, 0.113, -0.149], [-0.076, -0.066, -0.014], [0.015, 0.016, -0.022], [-0.038, 0.053, -0.020], [-0.044, 0.019, -0.067], [-0.021, -0.001, -0.023], [-0.001, 0.037, -0.039], [0.006, -0.029, -0.038], [0.035, -0.035, 0.101], [-0.022, 0.003, -0.046], [0.074, 0.001, 0.004], [0.160, 0.088, -0.223], [0.013, -0.002, -0.007], [0.067, -0.058, 0.084], [0.017, 0.026, -0.026]], "nbo_charge": [-0.635, -0.010, -0.181, -0.215, -0.219, 0.004, -0.449, -0.079, -0.497, 0.783, -0.577, -0.175, -0.499, 1.167, -0.328, -0.332, -0.302, -0.241, 0.223, 0.215, 0.223, 0.202, 0.212, 0.208, 0.226, 0.213, 0.196, 0.213, 0.221, 0.212, 0.219], "gap_ev": 9.867, "smiles": "Cc1cccc(CCOC(=O)COC(F)(F)F)c1"}

{"formula": "C5H9N2S", "method": "ωB97M-V/def2-TZVPD", "species": ["C", "C", "C", "C", "C", "N", "N", "S", "H", "H", "H", "H", "H", "H", "H", "H", "H"], "coordinates": [[0.339321, -0.817438, -1.286078], [0.030085, 0.337260, 0.296025], [1.510421, -0.889134, -2.141044], [1.011912, 1.314921, 0.685071], [-1.960193, 0.247566, 1.824613], [-0.728203, -1.413384, -1.472574], [-1.081242, -0.158073, 0.664873], [-1.916537, -1.262215, -0.383855], [1.505974, -1.774845, -2.821601], [1.595223, 0.149429, -2.613951], [2.331259, -1.034750, -1.562014], [0.469194, 2.160333, 0.958707], [1.320568, 1.066904, 1.674927], [1.768820, 1.322773, 0.005043], [-1.849283, -0.500863, 2.512654], [-1.409766, 1.028660, 2.257114], [-2.937553, 0.222857, 1.402089]], "forces_ev_per_angstrom": [[-0.873, 1.992, 2.356], [0.207, -4.499, -4.242], [-1.047, 1.590, -2.029], [-2.228, -1.355, 2.386], [1.748, -0.578, -2.356], [-1.078, -0.658, 0.445], [-0.015, 1.249, 0.401], [-0.074, -0.469, -0.303], [-0.519, 1.090, 0.187], [0.160, -1.637, 0.040], [2.721, -0.155, 1.810], [-0.546, 2.413, -0.450], [1.031, -0.661, 0.818], [2.057, 0.747, -1.653], [-0.084, -2.263, 1.759], [-0.546, 2.031, 0.460], [-0.912, 1.163, 0.372]], "nbo_charge": [0.360, 0.399, -0.700, -0.708, -0.400, -0.574, -0.457, 0.771, 0.283, 0.259, 0.244, 0.271, 0.276, 0.264, 0.234, 0.231, 0.246], "gap_ev": 9.782, "relative_energy_kj_mol": 319.9, "charge": 1}

{"formula": "C8H20N3O", "method": "ωB97M-V/def2-TZVPD", "species": ["C", "C", "C", "C", "C", "C", "C", "C", "N", "N", "N", "O", "H", "H", "H", "H", "H", "H", "H", "H", "H", "H", "H", "H", "H", "H", "H", "H", "H", "H", "H", "H"], "coordinates": [[0.875996, 0.619514, 2.237836], [1.541700, 1.751727, 2.957902], [-1.679452, 1.921121, -0.700379], [-0.098536, -0.282326, -2.989123], [1.023042, -2.311914, -0.457731], [-0.999518, -2.050383, 0.847673], [-1.444287, 0.527113, -0.152886], [0.578283, 0.242348, -1.710081], [0.984552, 0.778011, 0.950426], [-0.130509, -1.530766, -0.154434], [-0.200854, -0.207947, -0.479946], [0.114661, -0.128209, 2.806057], [2.008518, 2.505075, 2.446154], [0.910435, 2.191677, 3.598381], [2.452361, 1.345220, 3.443606], [-0.673734, 2.436844, -0.647641], [-2.096537, 1.848538, -1.783364], [-2.326412, 2.587501, 0.006736], [0.273891, 0.169395, -3.871108], [-0.112573, -1.334255, -3.185625], [-1.209498, 0.009789, -2.879779], [0.756862, -3.283194, -0.220349], [1.196279, -2.421587, -1.475335], [1.938364, -2.037109, 0.188880], [-1.990142, -1.789883, 0.665628], [-0.890877, -3.109325, 0.917123], [-0.808450, -1.578296, 1.901489], [-2.199263, -0.196986, -0.336343], [-1.534709, 0.734904, 0.910816], [0.623537, 1.329251, -1.798081], [1.584317, -0.300522, -1.741145], [1.532554, 1.564675, 0.704645]], "forces_ev_per_angstrom": [[-1.484, 1.514, 0.437], [3.384, -2.991, 0.331], [0.331, 1.097, -1.336], [-3.298, 0.861, 1.375], [1.753, 1.206, 1.794], [0.689, 1.010, 2.664], [-0.970, 0.359, 1.554], [1.148, -2.482, -1.221], [-0.027, -1.125, -2.947], [-0.997, 2.804, -1.154], [2.720, -0.555, 1.442], [-0.384, -1.382, 1.016], [0.669, 1.867, -2.234], [-2.359, 1.171, 2.717], [-0.803, -0.108, 0.537], [-1.165, -0.272, -0.463], [0.763, 0.729, 1.924], [0.815, -1.686, -1.425], [0.527, 0.793, -0.661], [0.336, -0.771, 0.440], [1.491, -0.393, -0.638], [-0.420, -1.899, 0.929], [0.766, 0.612, -1.971], [-1.280, -0.061, -1.143], [-1.800, 0.169, -0.537], [0.078, -0.551, -0.134], [0.361, -0.477, -1.560], [-1.090, -0.247, -0.693], [0.695, -0.944, 0.323], [0.176, -0.389, 0.719], [-1.138, 1.468, 0.882], [0.513, 0.674, -0.967]], "nbo_charge": [0.629, -0.679, -0.642, -0.629, -0.441, -0.477, -0.259, -0.234, -0.648, -0.083, 0.098, -0.641, 0.214, 0.242, 0.246, 0.228, 0.235, 0.275, 0.253, 0.227, 0.209, 0.242, 0.229, 0.250, 0.222, 0.242, 0.307, 0.224, 0.275, 0.258, 0.255, 0.375], "gap_ev": [7.538, 7.600], "relative_energy_kj_mol": 429.1, "charge": 1}

no.,E (Eh)
1,-1498.73227
2,-990.41633
3,-703.25029
4,-555.88959